The following is a DFT calculation (ωB97M-V/def2-TZVPD) of a molecular structure, C2H8NO2P in a non-equilibrium geometry.

The geometry in XYZ format:
```
14
Properties=species:S:1:pos:R:3:forces:R:3:mulliken_charge:R:1
P -1.6018 0.7986 0.3502 -1.1107 -0.1589 1.2528 0.262
O -1.3982 1.3423 -0.9930 0.3305 0.5342 -1.1372 -0.524
O 0.3598 -0.3780 0.3578 0.4551 -0.4919 -0.0027 -0.387
N -2.5089 -0.5852 0.1697 -0.0050 0.1073 -0.0250 -0.390
C 1.3607 0.1675 -0.0423 0.3501 -0.0951 -0.1570 0.316
C 1.7856 1.5389 0.3173 -0.2857 0.2419 0.0342 -1.076
H 2.8355 1.5525 0.6007 0.0965 -0.0287 0.0046 0.361
H -0.0321 -3.2360 -0.6879 -0.2132 0.6087 1.0809 0.182
H -0.1536 -2.8162 -0.0391 0.2120 -0.6846 -1.1289 -0.183
H 2.0182 -0.3638 -0.7505 0.0227 -0.1303 0.0236 0.355
H 1.6710 2.1524 -0.5793 0.0392 0.0740 -0.0315 0.302
H -2.7415 -0.9306 -0.7510 0.0737 -0.0486 0.0245 0.247
H 1.1586 1.9431 1.1077 0.0416 0.0461 0.0201 0.303
H -2.7533 -1.1855 0.9397 -0.0070 0.0257 0.0418 0.231
```
Forces are in eV/Å.

The calculation puts the frontier orbital gap at 9.52 eV. As for the spin multiplicity: 1. As for the energy above the lowest of the compared OMol25 structures with the same formula, charge and spin: 52.7 kcal/mol. As for the energy: -17077.1035 eV.